C22H25HfN10PS as an isolated structure in a non-equilibrium geometry, computed with ωB97M-V with the def2-TZVPD basis set.

Cartesian coordinates (Å):
Hf -1.11 0.43 -0.36
N 1.36 2.48 -0.87
P 1.54 0.83 -0.44
C 3.25 0.50 -0.15
C 4.17 0.71 -1.18
C 5.51 0.47 -0.94
C 5.93 0.01 0.30
C 5.01 -0.21 1.33
C 3.66 0.04 1.11
C 1.03 -0.07 -1.96
C 1.59 -1.30 -2.31
C 1.08 -2.01 -3.40
C -0.01 -1.53 -4.12
C -0.59 -0.32 -3.78
C -0.09 0.41 -2.69
C 0.23 3.24 -0.66
C 0.28 4.62 -0.79
C -0.88 5.35 -0.66
C -2.10 4.70 -0.39
C -2.09 3.35 -0.25
N -0.94 2.59 -0.40
H 2.20 2.99 -1.11
H 3.85 1.05 -2.16
H 6.24 0.64 -1.73
H 6.98 -0.18 0.48
H 5.35 -0.57 2.29
H 2.94 -0.12 1.90
H 2.45 -1.68 -1.77
H 1.56 -2.94 -3.70
H -0.38 -2.08 -4.98
H -1.40 0.09 -4.37
H -0.38 1.46 -2.61
H 1.22 5.11 -1.00
H -0.86 6.42 -0.77
H -3.02 5.25 -0.28
H -3.00 2.81 -0.03
C -2.69 -4.97 -0.27
C -3.41 -3.69 -0.48
N -4.69 -3.52 -0.56
N -4.87 -2.18 -0.77
C -3.74 -1.51 -0.82
S -3.51 0.17 -1.13
N -2.80 -2.44 -0.63
N -1.43 -2.13 -0.66
H -3.44 -5.76 -0.13
H -2.06 -4.94 0.63
H -2.08 -5.23 -1.13
H -5.81 -1.82 -0.89
H -0.98 -2.64 0.10
H -1.04 -2.49 -1.53
N -1.78 0.09 6.26
C -0.83 0.08 5.36
N 0.45 0.11 5.67
N -1.22 0.03 4.06
C -1.10 0.01 2.86
N -1.16 -0.07 1.65
H -1.57 0.12 7.25
H -2.75 0.06 5.99
H 0.75 0.14 6.64
H 1.17 0.10 4.97

LUMO level: -0.4633 Ha
Charge: +4
Kohn-Sham gap: 6.86 eV
Relative energy (zero: lowest compared OMol25 entry of this formula, charge and spin): 0.0 kJ/mol
Highest occupied orbital energy: -19.46 eV
Maximum force: 1.7 eV Å⁻¹

natural (NBO) atomic charge list, values in e, 2 entries: 2.077 -0.878